[1]
{"formula": "C5H7F3", "method": "ωB97M-V/def2-TZVPD", "multiplicity": 3, "charge": 0, "s_squared": 2.0038, "gap_ev": [8.5, 8.4], "species": ["C", "C", "C", "C", "C", "F", "F", "F", "H", "H", "H", "H", "H", "H", "H"], "coordinates": [[-2.578, 1.559, 0.155], [0.688, -0.175, -0.138], [-0.499, -0.657, -0.546], [1.867, -0.903, -0.779], [0.744, 0.588, 1.086], [-3.251, 0.948, 1.130], [-1.765, -0.246, -0.280], [-0.628, -1.658, -1.434], [-3.091, 1.463, -0.854], [2.535, -1.355, -0.102], [2.377, -0.055, -1.254], [1.508, -1.616, -1.472], [-0.214, 1.117, 1.232], [1.664, 1.128, 1.278], [0.641, -0.136, 1.978]], "forces_ev_per_angstrom": [[-2.89, 1.60, -0.63], [-1.72, -3.13, -1.13], [-0.01, 0.03, -0.74], [-0.67, 2.67, 0.10], [-0.98, -0.44, 2.99], [0.54, 0.37, 0.15], [2.36, -2.43, -0.09], [0.00, 0.42, 0.07], [1.03, 0.65, 1.02], [0.69, -0.50, 1.09], [0.47, -0.60, -0.40], [0.02, -0.51, -0.82], [0.81, 0.65, -0.20], [-0.20, 0.53, -0.25], [0.58, 0.68, -1.17]], "lowdin_spin": [1.42, 0.00, 0.01, 0.00, 0.01, 0.30, 0.10, 0.00, 0.13, 0.00, 0.00, 0.00, 0.02, 0.00, 0.00]}

=====

[2]
{"formula": "C5H7F3N2", "method": "ωB97M-V/def2-TZVPD", "charge": 0, "smiles": "[H]/N=C1/CCC(F)(F)CN1F", "gap_ev": 10.7, "relative_energy_kj_mol": 175.0, "species": ["H", "N", "C", "C", "C", "C", "F", "F", "C", "N", "F", "H", "H", "H", "H", "H", "H"], "coordinates": [[3.248, -0.082, 0.491], [2.501, 0.545, 0.255], [1.395, 0.206, -0.206], [0.381, 1.126, -0.713], [-0.909, 1.237, 0.148], [-1.448, -0.237, 0.041], [-2.523, -0.376, 0.860], [-1.921, -0.562, -1.253], [-0.441, -1.349, 0.515], [0.802, -1.179, -0.275], [1.669, -2.150, 0.356], [0.806, 2.120, -0.975], [-0.100, 0.681, -1.628], [-0.668, 1.565, 1.127], [-1.585, 1.912, -0.487], [-0.346, -1.159, 1.557], [-0.861, -2.296, 0.190]], "forces_ev_per_angstrom": [[-0.38, -0.92, 0.34], [0.31, 1.22, -0.83], [-0.24, -2.66, 1.33], [-1.64, 1.26, -1.71], [-0.14, -1.23, -3.42], [-0.18, -0.16, 0.46], [-0.39, -0.02, 0.01], [0.75, 0.80, 1.43], [-0.50, 1.92, -2.85], [0.84, 0.27, 0.88], [-0.08, 0.99, -0.45], [-0.15, -0.79, 0.34], [1.23, 0.51, 0.30], [-0.41, 0.18, 1.04], [0.63, -0.84, 1.55], [0.43, -0.38, 0.99], [-0.08, -0.15, 0.60]], "lowdin_charge": [0.06, 0.19, -0.38, -0.15, -0.04, -0.46, 0.07, 0.04, -0.04, 0.00, -0.07, 0.14, 0.13, 0.11, 0.15, 0.13, 0.14]}

=====

[3]
{"formula": "C5H7F6N2O5RbS2", "method": "ωB97M-V/def2-TZVPD", "charge": 0, "gap_ev": 8.6, "species": ["Rb", "C", "F", "F", "F", "S", "O", "O", "N", "S", "O", "O", "C", "F", "F", "F", "C", "O", "N", "C", "C", "H", "H", "H", "H", "H", "H", "H"], "coordinates": [[-0.521, 0.519, -0.500], [-3.302, 1.228, 3.038], [-2.220, 2.018, 2.905], [-3.690, 1.242, 4.292], [-4.259, 1.693, 2.241], [-2.864, -0.535, 2.530], [-1.469, -0.759, 2.850], [-3.804, -1.349, 3.251], [-2.947, -0.414, 0.831], [-4.224, -1.205, 0.340], [-4.219, -2.643, 0.522], [-5.480, -0.554, 0.612], [-3.888, -1.003, -1.518], [-4.862, -1.590, -2.170], [-3.740, 0.285, -1.846], [-2.740, -1.620, -1.863], [3.043, 0.265, -1.410], [2.254, -0.410, -0.763], [4.365, 0.414, -1.273], [5.115, 1.325, -2.105], [5.078, -0.465, -0.351], [2.677, 0.860, -2.273], [5.704, 1.989, -1.469], [4.449, 1.980, -2.665], [5.751, 0.798, -2.818], [5.718, -1.150, -0.911], [5.720, 0.120, 0.306], [4.353, -1.038, 0.215]], "forces_ev_per_angstrom": [[-0.11, -0.35, 0.27], [0.40, -0.51, -0.83], [-0.09, 0.00, -0.02], [-0.13, 0.12, 0.23], [0.00, 0.10, 0.33], [1.32, -0.36, -0.45], [-0.49, 0.82, -0.41], [-0.11, 0.51, -1.01], [0.09, -0.38, 2.94], [-1.64, -1.39, -1.28], [0.54, 1.00, -0.17], [0.47, 0.21, -0.29], [0.28, -0.50, 1.71], [-0.38, 0.36, -0.53], [-0.29, 0.16, -0.41], [0.25, 0.07, -0.02], [-0.51, 0.65, -0.98], [0.35, -0.02, 0.22], [-0.25, -0.80, 0.58], [0.00, 0.31, 0.01], [0.24, 0.24, -0.25], [0.00, 0.09, 0.17], [0.21, -0.17, -0.07], [-0.16, -0.18, -0.02], [0.13, -0.01, 0.12], [-0.02, -0.03, -0.05], [-0.09, 0.02, 0.13], [-0.02, 0.04, 0.10]], "lowdin_charge": [0.96, -0.67, 0.11, 0.17, 0.14, 0.64, -0.32, -0.26, -0.42, 0.55, -0.29, -0.28, -0.68, 0.17, 0.11, 0.09, -0.36, -0.09, -0.19, -0.05, -0.01, 0.14, 0.10, 0.09, 0.10, 0.10, 0.09, 0.09]}

=====

[4]
{"formula": "C5H7FLiO4", "method": "ωB97M-V/def2-TZVPD", "charge": 1, "gap_ev": 9.4, "species": ["O", "C", "O", "C", "C", "C", "O", "C", "O", "F", "H", "H", "H", "H", "H", "H", "H", "Li"], "coordinates": [[-2.993, 0.571, 0.688], [-2.337, -0.485, 0.503], [-2.895, -1.746, 0.872], [-0.885, -0.396, -0.146], [0.283, -0.464, 0.952], [1.644, 0.266, 0.538], [2.180, -0.096, -0.744], [1.715, 0.750, -1.747], [1.465, 1.967, -1.654], [1.550, 0.171, -3.033], [-3.026, -2.281, 0.052], [-0.774, -1.312, -0.843], [-0.817, 0.527, -0.831], [0.507, -1.572, 1.179], [-0.118, 0.082, 1.890], [2.429, -0.062, 1.319], [1.546, 1.407, 0.691], [0.526, 2.672, 0.316]], "forces_ev_per_angstrom": [[2.79, -4.02, -0.37], [-2.32, 2.76, 0.24], [1.23, 1.88, -1.54], [0.04, -1.31, -0.66], [-0.42, 0.04, -0.18], [-0.06, -0.48, 2.74], [-2.00, 1.96, -2.49], [-0.29, 1.53, -1.64], [0.29, -3.84, 0.68], [0.95, 0.92, 4.21], [0.30, 0.35, 0.81], [-0.06, 1.47, 1.00], [-0.41, -1.22, 1.23], [-0.38, 1.92, -0.15], [0.91, -1.04, -1.22], [-1.13, 0.66, -1.43], [0.83, -2.01, -0.36], [-0.27, 0.43, -0.87]], "lowdin_charge": [0.08, -0.39, 0.05, -0.10, -0.13, -0.18, 0.06, -0.37, 0.06, 0.12, 0.13, 0.14, 0.12, 0.15, 0.15, 0.17, 0.07, 0.86]}

=====

[5]
{"formula": "C5H7FO", "method": "ωB97M-V/def2-TZVPD", "charge": 0, "smiles": "C[C@@H]1OC=C[C@H]1F", "gap_ev": 10.2, "relative_energy_kj_mol": 21.8, "species": ["C", "C", "O", "C", "C", "C", "F", "H", "H", "H", "H", "H", "H", "H"], "coordinates": [[1.707, 0.601, -0.269], [0.199, 0.659, -0.405], [-0.422, 1.152, 0.773], [-1.252, 0.211, 1.276], [-1.331, -0.935, 0.608], [-0.466, -0.877, -0.604], [-1.169, -0.921, -1.784], [1.979, -0.015, 0.586], [2.108, 1.602, -0.123], [2.137, 0.174, -1.172], [-0.116, 1.270, -1.255], [-1.756, 0.502, 2.182], [-1.934, -1.783, 0.862], [0.315, -1.640, -0.675]], "forces_ev_per_angstrom": [[-0.42, 0.19, 0.18], [-0.64, -2.65, -0.72], [0.02, 0.47, 0.34], [0.08, -0.18, -0.18], [0.19, 0.02, -0.35], [1.26, 2.39, 0.78], [-0.40, -0.06, -0.47], [0.07, -0.05, 0.04], [0.11, 0.06, 0.02], [0.05, -0.02, -0.07], [-0.03, -0.08, 0.09], [-0.05, 0.04, 0.10], [-0.17, -0.15, 0.19], [-0.06, 0.05, 0.05]], "lowdin_charge": [-0.04, -0.27, -0.05, -0.12, -0.02, -0.25, -0.01, 0.09, 0.08, 0.08, 0.15, 0.13, 0.10, 0.14]}

=====

[6]
{"formula": "C5H7FO", "method": "ωB97M-V/def2-TZVPD", "charge": 0, "gap_ev": 6.9, "relative_energy_kj_mol": 610.4, "species": ["C", "C", "C", "C", "C", "O", "F", "H", "H", "H", "H", "H", "H", "H"], "coordinates": [[-1.649, 0.970, 0.649], [-0.198, 0.427, 0.566], [-0.090, -1.012, -0.286], [-0.703, 0.176, -0.754], [1.350, -1.110, -0.634], [-1.976, 0.587, -0.671], [2.242, 1.628, 0.404], [-2.409, 0.475, 1.383], [-1.830, 2.090, 0.855], [0.778, 0.991, 0.743], [-0.748, -1.844, -0.029], [1.800, -1.974, -0.121], [1.968, -0.224, -0.383], [1.466, -1.180, -1.721]], "forces_ev_per_angstrom": [[-1.48, 1.37, 3.78], [-1.73, 2.31, -1.62], [-0.40, 0.51, -0.91], [-0.20, -0.27, 1.97], [1.53, -0.92, -0.19], [0.01, -0.65, -1.78], [-1.27, -0.69, 0.17], [1.51, 0.26, -1.34], [0.92, -1.60, -0.56], [1.47, 0.07, 0.43], [0.44, -0.17, -0.07], [-0.12, 0.23, -0.41], [-0.59, 0.09, 0.31], [-0.11, -0.54, 0.20]], "lowdin_charge": [-0.10, 0.03, -0.08, -0.12, -0.06, 0.07, -0.61, 0.17, 0.17, 0.10, 0.16, 0.10, 0.07, 0.10]}

=====

[7]
{"formula": "C5H7FO", "method": "ωB97M-V/def2-TZVPD", "multiplicity": 3, "charge": 0, "s_squared": 2.0036, "gap_ev": [8.6, 9.2], "relative_energy_kj_mol": 67.5, "species": ["C", "C", "C", "C", "C", "O", "F", "H", "H", "H", "H", "H", "H", "H"], "coordinates": [[-2.033, 0.057, 0.169], [-1.060, -1.126, 0.002], [-0.840, 1.020, 0.322], [3.766, 0.613, -0.449], [0.078, -0.130, -0.016], [1.251, -0.213, -0.262], [4.110, -0.294, 0.425], [-2.630, 0.256, -0.719], [-2.698, -0.005, 1.028], [-1.017, -1.787, 0.867], [-1.149, -1.735, -0.897], [-0.793, 1.856, -0.373], [-0.677, 1.404, 1.329], [3.693, 0.083, -1.424]], "forces_ev_per_angstrom": [[-0.36, 0.05, 0.05], [-0.16, -0.56, -0.10], [-0.07, 0.66, 0.07], [0.48, -1.27, -1.46], [0.83, -0.15, -0.11], [-0.75, -0.10, 0.12], [0.19, 0.04, 1.48], [0.01, -0.01, 0.00], [0.02, -0.01, -0.02], [0.07, -0.05, 0.03], [-0.01, -0.03, -0.01], [0.05, 0.07, -0.03], [0.01, -0.03, 0.04], [-0.31, 1.38, -0.06]], "lowdin_spin": [0.00, 0.00, 0.00, 1.46, 0.00, 0.04, 0.35, 0.00, 0.00, 0.00, 0.00, 0.00, 0.00, 0.15]}

=====

[8]
{"formula": "C5H7FeO3", "method": "ωB97M-V/def2-TZVPD", "multiplicity": 7, "charge": 1, "s_squared": 12.0087, "gap_ev": [8.6, 4.1], "species": ["O", "C", "O", "Fe", "O", "C", "H", "H", "H", "C", "C", "C", "H", "H", "H", "H"], "coordinates": [[-0.924, -2.214, -0.464], [-1.767, -1.414, -0.948], [-2.830, -1.043, -0.262], [-0.554, -2.647, -2.498], [-1.613, -0.935, -2.113], [1.206, 1.443, -0.675], [1.130, 0.580, -1.349], [0.325, 2.096, -0.632], [2.034, 2.011, -1.117], [-0.319, -0.133, 2.138], [0.634, 0.411, 1.608], [1.661, 1.062, 0.808], [-0.979, -0.744, 2.731], [-2.539, -0.841, 0.700], [2.001, 1.972, 1.323], [2.535, 0.395, 0.749]], "forces_ev_per_angstrom": [[0.71, -1.07, -1.53], [-1.95, 2.01, 2.28], [1.54, 0.64, 1.29], [0.04, 0.81, 0.72], [0.53, -1.62, -1.04], [1.00, 0.20, 1.12], [-0.54, 0.02, 0.44], [0.12, -0.48, -0.27], [-0.25, 0.10, 0.19], [1.19, 0.15, -0.37], [-1.79, -0.77, 0.11], [0.25, 0.27, -1.04], [0.19, 0.41, -0.11], [-0.69, -0.65, -1.66], [-0.15, -0.21, -0.20], [-0.21, 0.19, 0.05]], "lowdin_spin": [0.39, 0.07, 0.04, 5.08, 0.41, 0.00, 0.00, 0.00, 0.00, 0.00, 0.00, 0.00, 0.00, 0.00, 0.00, 0.00]}

=====

Quick rundown of electronic energy, same order as above: -13444.2405, -16428.6963, -57146.5661, -16403.3022, -10062.5173, -10056.4169, -10057.7126, -45814.6883 eV